[1]
C23H16Cl2I2N2O2 | ωB97M-V/def2-TZVPD

Properties
SMILES: Cc1cc(N(C)C(=O)c2cc(I)cc(I)c2O)c(Cl)cc1[C@@H](C#N)c1ccc(Cl)cc1

CARTESIAN COORDINATES (ANGSTROEM)
C  -0.85  1.77  -2.84
C  -0.69  1.42  -1.32
C  -1.84  1.21  -0.50
C  -1.72  0.93  0.90
N  -2.95  0.59  1.58
C  -3.84  1.75  1.73
C  -3.02  -0.58  2.40
O  -3.96  -0.77  3.13
C  -2.04  -1.63  2.29
C  -1.73  -2.18  1.08
C  -0.69  -3.10  0.93
I  -0.02  -3.77  -1.03
C  -0.11  -3.62  2.08
C  -0.59  -3.16  3.36
I  0.55  -3.98  5.11
C  -1.55  -2.17  3.46
O  -2.15  -1.72  4.62
C  -0.48  1.08  1.57
Cl  -0.39  1.11  3.39
C  0.60  1.40  0.77
C  0.52  1.56  -0.63
C  1.74  2.05  -1.46
C  2.52  3.01  -0.56
N  2.94  3.93  0.03
C  2.68  0.92  -1.95
C  3.01  0.87  -3.33
C  3.81  -0.09  -3.94
C  4.15  -1.25  -3.26
Cl  4.93  -2.52  -4.13
C  3.87  -1.27  -1.92
C  3.04  -0.29  -1.26
H  -0.56  2.81  -3.02
H  -0.17  1.17  -3.40
H  -1.95  1.61  -3.10
H  -2.83  1.01  -1.04
H  -3.23  2.57  2.12
H  -4.36  2.15  0.83
H  -4.62  1.59  2.49
H  -2.27  -1.79  0.18
H  0.68  -4.37  1.89
H  -3.06  -1.35  4.44
H  1.51  1.56  1.20
H  1.36  2.64  -2.27
H  2.68  1.76  -3.88
H  4.16  -0.08  -4.97
H  4.12  -2.27  -1.56
H  2.77  -0.49  -0.21

Here are the natural (NBO) charges for atoms 1 to 4, given in e:
1. C -0.638
2. C -0.002
3. C -0.210
4. C 0.130


[2]
C23H16F3HfN6O6S2 | ωB97M-V/def2-TZVPD

Properties
Net charge: +1

CARTESIAN COORDINATES (ANGSTROEM)
Hf  -0.27  0.41  -0.95
N  3.73  -1.18  4.65
C  3.47  -0.82  3.37
C  2.50  -1.50  2.61
C  2.22  -1.12  1.32
C  2.92  -0.06  0.75
C  3.90  0.63  1.48
C  4.17  0.25  2.77
S  2.46  0.57  -0.80
O  1.57  -0.47  -1.44
O  3.53  1.03  -1.61
N  1.35  1.68  -0.40
C  1.01  2.66  -1.33
N  1.78  3.70  -1.57
C  1.30  4.60  -2.42
C  0.05  4.49  -3.02
C  -0.67  3.35  -2.74
N  -0.18  2.42  -1.91
H  3.31  -2.00  5.04
H  4.47  -0.74  5.16
H  1.99  -2.34  3.06
H  1.49  -1.66  0.73
H  4.43  1.44  1.01
H  4.93  0.77  3.33
H  1.95  5.45  -2.62
H  -0.34  5.25  -3.68
H  -1.64  3.14  -3.16
F  -4.82  3.63  2.17
C  -4.31  2.88  1.18
F  -5.22  1.94  0.87
F  -4.16  3.68  0.11
C  -2.99  2.27  1.59
C  -2.52  2.42  2.87
C  -1.28  1.89  3.23
C  -0.54  1.28  2.25
N  -0.99  1.10  1.00
C  -2.24  1.53  0.66
S  -2.76  1.04  -0.90
H  -3.12  2.96  3.60
H  -0.90  1.99  4.23
H  0.47  0.93  2.44
O  -0.61  -0.24  -2.88
C  -0.65  -1.45  -3.21
C  -0.94  -2.55  -2.36
C  -1.12  -3.80  -2.98
C  -1.48  -4.89  -2.24
C  -1.66  -4.80  -0.85
C  -1.46  -3.60  -0.22
C  -1.08  -2.45  -0.93
O  -0.85  -1.34  -0.28
N  -1.69  -6.18  -2.91
O  -1.47  -6.23  -4.10
O  -2.03  -7.12  -2.21
H  -0.46  -1.70  -4.26
H  -1.00  -3.91  -4.05
H  -1.95  -5.69  -0.31
H  -1.58  -3.51  0.85

Here are the natural (NBO) charges for atoms 1 to 4, given in e:
1. Hf 2.204
2. N -0.765
3. C 0.226
4. C -0.271


[3]
C23H16F9INOPPdSe4 | ωB97M-V/def2-TZVPD

Properties
Net charge: -2

CARTESIAN COORDINATES (ANGSTROEM)
Pd  2.58  0.46  0.89
Se  1.45  -3.24  0.91
Se  2.89  -1.79  2.02
Se  4.99  0.96  0.23
Se  3.36  2.48  -0.37
N  4.20  -2.32  -1.40
C  5.29  -2.15  -2.18
O  5.28  -2.22  -3.39
C  6.62  -1.87  -1.43
I  7.75  -3.68  -1.69
H  3.42  -2.83  -1.77
H  4.09  -2.18  -0.41
H  6.50  -1.79  -0.36
H  7.25  -1.10  -1.93
F  -4.95  -0.15  5.04
C  -3.94  -1.11  4.89
F  -3.58  -1.48  6.14
F  -4.59  -2.17  4.36
C  -2.84  -0.58  3.99
C  -1.64  -1.31  3.84
C  -0.71  -1.00  2.85
C  -0.87  0.11  2.02
C  -2.08  0.88  2.20
C  -3.01  0.54  3.19
P  0.35  0.42  0.74
C  -0.31  1.97  0.13
C  0.12  3.18  0.62
C  -0.57  4.35  0.30
C  -1.73  4.27  -0.39
C  -2.16  3.07  -0.96
C  -1.44  1.91  -0.70
C  -2.63  5.43  -0.46
F  -3.76  5.32  -1.10
F  -1.97  6.47  -1.04
F  -2.86  5.89  0.81
C  -0.12  -0.73  -0.72
C  -1.15  -1.64  -0.67
C  -1.43  -2.45  -1.82
C  -0.74  -2.08  -3.00
C  0.20  -1.05  -3.07
C  0.56  -0.37  -1.90
C  -1.07  -2.83  -4.25
F  -1.31  -4.17  -4.04
F  -2.15  -2.28  -4.90
F  -0.10  -2.83  -5.13
H  -1.47  -2.20  4.44
H  0.15  -1.70  2.73
H  -2.26  1.74  1.60
H  -3.89  1.13  3.23
H  1.09  3.17  1.19
H  -0.22  5.29  0.70
H  -3.12  2.98  -1.46
H  -1.82  0.97  -1.03
H  -1.65  -1.93  0.26
H  -2.10  -3.27  -1.84
H  0.74  -0.85  -4.00
H  1.38  0.33  -1.86

Here are the natural (NBO) charges for atoms 1 to 4, given in e:
1. Pd 0.201
2. Se -0.795
3. Se -0.491
4. Se -0.435


[4]
C23H17BCl3F2N3O5PdS | ωB97M-V/def2-TZVPD

Properties
Net charge: -2

CARTESIAN COORDINATES (ANGSTROEM)
Pd  -3.36  -1.93  -1.74
O  -1.56  -0.27  0.38
C  -1.86  0.66  1.10
C  -1.72  2.10  0.89
C  -1.78  2.85  2.06
C  -1.60  4.22  2.08
C  -1.40  4.92  0.86
C  -1.37  4.23  -0.31
C  -1.49  2.77  -0.39
O  -1.38  2.19  -1.47
N  -1.63  4.93  3.31
O  -1.48  6.16  3.29
O  -1.79  4.31  4.36
H  -2.23  0.44  2.12
H  -1.96  2.34  3.00
H  -1.29  5.99  0.89
H  -1.22  4.74  -1.25
Cl  3.73  4.41  0.15
C  3.20  2.75  0.03
C  1.86  2.44  0.14
C  1.49  1.11  0.05
C  2.41  0.09  -0.15
C  1.91  -1.34  -0.26
C  1.96  -1.88  -1.70
N  0.76  -1.50  -2.39
C  0.43  -0.25  -2.86
C  -0.91  -0.29  -3.13
N  -1.41  -1.53  -2.83
C  -0.39  -2.23  -2.40
O  2.60  -2.20  0.63
C  1.75  -2.78  1.63
C  0.68  -3.66  1.04
C  0.90  -4.90  0.53
Cl  2.41  -5.75  0.52
S  -0.50  -5.59  -0.17
C  -1.43  -4.20  0.22
C  -0.68  -3.27  0.86
C  3.75  0.45  -0.27
Cl  4.99  -0.74  -0.57
C  4.16  1.77  -0.18
H  1.12  3.22  0.28
H  0.44  0.85  0.10
H  0.84  -1.31  -0.01
H  2.00  -2.97  -1.63
H  2.84  -1.54  -2.24
H  1.15  0.55  -2.91
H  -1.55  0.52  -3.43
H  -0.42  -3.25  -2.05
H  1.29  -1.99  2.23
H  2.43  -3.36  2.26
H  -2.45  -4.07  -0.15
H  -1.08  -2.30  1.12
H  5.21  2.03  -0.27
F  -6.02  -3.32  -1.17
B  -5.00  -2.49  -0.75
F  -5.33  -2.12  0.55

Here are the natural (NBO) charges for atoms 1 to 4, given in e:
1. Pd -0.525
2. O -0.554
3. C 0.426
4. C -0.323


| no. | HOMO-LUMO gap (Ha) |
| --- | --- |
| 1 | 0.3175 |
| 2 | 0.2611 |
| 3 | 0.1675 |
| 4 | 0.1271 |